Entry 1:
The following is a quantum chemistry calculation of one molecule with the formula C18H23NO5, from the Open Molecules 2025 dataset.

Each line ends with the natural charge from an NBO analysis.
Atoms and positions in Å:
C (-6.014, -0.617, 0.864)  -0.27
O (-5.399, -1.312, -0.199)  -0.54
C (-4.634, -2.423, 0.184)  -0.06
C (-3.353, -2.065, 0.963)  -0.26
N (-2.567, -1.096, 0.243)  -0.62
C (-2.535, 0.200, 0.595)  0.67
O (-3.044, 0.641, 1.605)  -0.64
C (-1.740, 1.073, -0.398)  0.01
O (-0.342, 0.829, -0.197)  -0.50
C (0.220, -0.177, -0.867)  0.79
O (-0.398, -0.939, -1.587)  -0.63
C (1.669, -0.260, -0.653)  -0.18
C (2.345, 0.511, 0.214)  -0.10
C (3.762, 0.309, 0.395)  -0.11
C (4.557, 1.165, 1.154)  -0.18
C (5.890, 0.878, 1.373)  -0.24
C (6.437, -0.288, 0.854)  -0.18
C (5.666, -1.153, 0.100)  -0.25
C (4.332, -0.854, -0.155)  0.33
O (3.606, -1.742, -0.877)  -0.48
C (2.415, -1.270, -1.485)  -0.08
C (-2.018, 2.565, -0.196)  -0.23
C (-1.080, 3.406, -1.060)  -0.60
C (-3.475, 2.864, -0.537)  -0.61
H (-6.576, -1.304, 1.508)  0.16
H (-6.702, 0.089, 0.403)  0.19
H (-5.287, -0.067, 1.469)  0.19
H (-5.232, -3.118, 0.794)  0.17
H (-4.364, -2.915, -0.755)  0.18
H (-3.604, -1.621, 1.929)  0.23
H (-2.769, -2.975, 1.124)  0.20
H (-2.140, -1.380, -0.631)  0.43
H (-2.000, 0.770, -1.422)  0.21
H (1.841, 1.250, 0.817)  0.23
H (4.113, 2.058, 1.568)  0.21
H (6.501, 1.550, 1.955)  0.22
H (7.474, -0.523, 1.037)  0.22
H (6.078, -2.063, -0.305)  0.23
H (2.663, -0.826, -2.465)  0.18
H (1.791, -2.150, -1.661)  0.22
H (-1.844, 2.791, 0.860)  0.22
H (-0.041, 3.201, -0.816)  0.21
H (-1.273, 4.463, -0.896)  0.21
H (-1.239, 3.186, -2.114)  0.20
H (-3.678, 3.923, -0.397)  0.21
H (-4.142, 2.298, 0.106)  0.23
H (-3.686, 2.606, -1.573)  0.20

charge = 0
maximum force = 0.73 eV/Å
electronic energy = -1130.66793 Ha
SMILES string = COCCNC(=O)[C@H](OC(=O)C1=Cc2ccccc2OC1)C(C)C
LUMO = -0.21 eV
ΔE to the lowest compared entry with this formula, charge and spin = 204.7 kJ/mol

---

Entry 2:
The following is a quantum chemistry calculation of a 2-piece molecular cluster, C3H7N5 overall at a distorted geometry, from the Open Molecules 2025 dataset.

Each line ends with the natural charge from an NBO analysis.
Atoms and positions in Å:
C (-1.673, 1.219, 0.186)  -0.11
C (-1.117, 0.557, -0.854)  -0.10
N (-1.472, -0.706, -0.837)  -0.24
N (-2.317, -0.738, 0.189)  -0.18
N (-2.423, 0.379, 0.899)  -0.22
H (-1.687, 2.142, 0.649)  0.22
H (-0.398, 0.740, -1.597)  0.22
H (-2.727, -1.637, 0.244)  0.41
C (1.412, -1.125, 0.281)  -0.14
N (1.563, 0.016, 0.773)  -0.23
N (2.420, 0.672, -0.052)  -0.68
H (1.910, -1.508, -0.705)  0.15
H (0.680, -1.768, 0.762)  0.18
H (2.580, 1.560, 0.421)  0.36
H (3.249, 0.196, -0.359)  0.35

charge = 0
maximum force = 3.91 eV/Å
electronic energy = -392.17591 Ha
SMILES string = c1cn[nH]n1.C=NN
LUMO = 1.17 eV
ΔE to the lowest compared entry with this formula, charge and spin = 323.3 kJ/mol

---

Entry 3:
The following is a quantum chemistry calculation of one molecule with the formula C6H3I at a distorted geometry, from the Open Molecules 2025 dataset.

Each line ends with the natural charge from an NBO analysis.
Atoms and positions in Å:
C (1.351, -1.800, -0.237)  -0.24
C (0.396, -1.030, -0.099)  0.00
C (-0.539, 0.016, 0.217)  -0.28
C (0.025, 1.266, 0.164)  -0.18
C (1.411, 1.407, 0.052)  -0.14
C (2.240, 0.513, 0.031)  -0.21
I (4.009, -0.244, -0.001)  0.34
H (2.032, -2.578, -0.124)  0.24
H (-1.611, -0.317, 0.148)  0.25
H (-0.545, 2.068, 0.539)  0.22

charge = 0
maximum force = 4.06 eV/Å
electronic energy = -527.89851 Ha
SMILES string = C#C/C=C\C#CI
LUMO = 0.02 eV
ΔE to the lowest compared entry with this formula, charge and spin = 56.1 kJ/mol

---

Entry 4:
The following is a quantum chemistry calculation of a 2-piece molecular cluster, C4H9NO4 overall at a distorted geometry, from the Open Molecules 2025 dataset.

Each line ends with the natural charge from an NBO analysis.
Atoms and positions in Å:
C (1.003, 0.409, -1.336)  -0.65
C (-0.087, 0.759, -0.297)  0.27
C (-1.405, 1.149, -0.778)  -0.69
N (0.131, 0.690, 0.986)  0.33
O (1.255, 0.340, 1.529)  -0.64
O (-0.845, 0.961, 1.883)  -0.53
H (0.962, 1.298, -1.956)  0.22
H (1.048, -0.511, -1.875)  0.25
H (1.861, 0.404, -0.738)  0.25
H (-1.406, 1.421, -1.844)  0.24
H (-2.041, 0.318, -0.342)  0.27
H (-1.833, 1.966, -0.163)  0.24
H (-0.417, 1.277, 2.707)  0.50
O (-0.141, -2.214, 0.996)  -0.64
C (0.688, -2.771, 1.643)  0.66
O (1.706, -2.261, 2.177)  -0.68
H (0.594, -3.883, 1.803)  0.09
H (1.653, -1.250, 2.002)  0.52

charge = 0
maximum force = 3.80 eV/Å
electronic energy = -513.40759 Ha
SMILES string = CC(C)=[N+]([O-])O.O=CO
LUMO = 0.72 eV
ΔE to the lowest compared entry with this formula, charge and spin = 446.2 kJ/mol

---

Entry 5:
The following is a quantum chemistry calculation of one molecule with the formula C3H4N2O at a distorted geometry, from the Open Molecules 2025 dataset.

Each line ends with the natural charge from an NBO analysis.
Atoms and positions in Å:
N (-1.971, -2.343, 0.381)  -0.31
C (-0.969, -1.780, 0.223)  0.28
C (0.300, -1.084, -0.022)  -0.55
C (0.155, 0.393, 0.309)  0.04
N (0.381, 1.243, -0.595)  -0.12
O (0.174, 2.527, -0.163)  -0.55
H (1.087, -1.522, 0.583)  0.26
H (0.568, -1.180, -1.068)  0.27
H (-0.216, 0.704, 1.282)  0.19
H (0.492, 3.043, -0.931)  0.48

charge = 0
maximum force = 1.63 eV/Å
electronic energy = -301.39339 Ha
SMILES string = N#CC/C=N/O
LUMO = 0.88 eV
ΔE to the lowest compared entry with this formula, charge and spin = 246.4 kJ/mol

---

Entry 6:
The following is a quantum chemistry calculation of C19H21BCrF3NO5Se2 as an isolated structure, from the Open Molecules 2025 dataset.

Each line ends with the natural charge from an NBO analysis.
Atoms and positions in Å:
Cr (-1.967, 0.704, -0.453)  0.49
C (4.383, -3.324, -1.247)  -0.62
C (4.513, -2.171, -0.266)  -0.02
C (5.734, -1.316, -0.573)  -0.40
C (5.931, -0.285, 0.525)  -0.42
C (4.652, 0.470, 0.781)  -0.03
C (4.687, 1.705, 1.392)  -0.25
C (3.514, 2.420, 1.590)  0.39
F (3.604, 3.619, 2.200)  -0.32
C (2.299, 1.958, 1.176)  -0.25
C (2.238, 0.707, 0.547)  -0.04
C (0.955, 0.202, 0.086)  0.47
O (-0.075, 0.921, 0.298)  -0.60
C (0.949, -1.051, -0.571)  -0.30
C (2.128, -1.730, -0.680)  0.14
N (3.322, -1.298, -0.239)  -0.34
C (3.411, -0.046, 0.368)  0.14
C (-0.254, -1.744, -1.193)  0.82
O (-0.051, -2.837, -1.723)  -0.70
O (-1.375, -1.152, -1.123)  -0.76
H (5.325, -3.872, -1.251)  0.22
H (4.193, -2.958, -2.258)  0.22
H (3.597, -4.026, -0.977)  0.23
H (4.634, -2.582, 0.744)  0.19
H (5.588, -0.827, -1.541)  0.21
H (6.609, -1.963, -0.657)  0.21
H (6.719, 0.421, 0.257)  0.22
H (6.258, -0.788, 1.441)  0.21
H (5.627, 2.137, 1.713)  0.22
H (1.393, 2.533, 1.309)  0.28
H (2.078, -2.691, -1.168)  0.25
O (-3.639, -0.051, -1.471)  -0.70
C (-5.006, 0.269, -1.203)  -0.05
C (-5.306, 0.672, 0.242)  -0.16
C (-6.837, 0.540, 0.353)  -0.04
O (-7.392, 1.100, 1.533)  -0.73
C (-4.912, 2.131, 0.518)  -0.57
Se (-3.273, 2.811, -0.352)  -0.23
C (-4.678, -0.324, 1.238)  -0.56
Se (-2.820, 0.004, 1.793)  -0.29
H (-3.459, -0.997, -1.366)  0.51
H (-5.615, -0.598, -1.482)  0.17
H (-5.254, 1.100, -1.865)  0.20
H (-7.109, -0.523, 0.281)  0.15
H (-7.310, 1.065, -0.483)  0.17
H (-6.743, 1.007, 2.238)  0.47
H (-4.775, 2.267, 1.592)  0.21
H (-5.724, 2.789, 0.201)  0.20
H (-4.771, -1.335, 0.825)  0.19
H (-5.264, -0.330, 2.162)  0.19
F (-0.020, 1.803, -2.059)  -0.54
B (-0.578, 2.137, -0.835)  1.06
F (-0.138, 3.326, -0.369)  -0.53

charge = -1
maximum force = 0.60 eV/Å
expectation value of S² = 0.835
electronic energy = -7339.56740 Ha
multiplicity = 2
LUMO (alpha / beta) = 1.80 / 1.72 eV